(1)
Molecular formula: CHF3O2P
Method: DFT, ωB97M-V/def2-TZVPD

Cartesian coordinates (Å):
C (0.282, 0.593, -0.585)
O (-1.774, -1.287, -0.569)
O (-1.466, 0.432, 1.343)
F (3.346, -0.181, 0.030)
F (0.850, 1.466, 0.117)
F (-0.148, 1.105, -1.734)
P (-0.913, -0.550, 0.369)
H (-0.175, -1.577, 1.029)

Calculated values
Largest force on an atom: 3.91 eV Å⁻¹
HOMO level (alpha / beta): -4.967 / -4.624 eV
Net charge: -1
Orbital gap (alpha / beta): 5.9240 / 5.4126 eV
Relative energy (zero: lowest compared OMol25 entry of this formula, charge and spin): 546.3 kJ/mol
LUMO (alpha / beta): 1.0 / 0.8 eV

(2)
Molecular formula: C6H36N2O10
Method: DFT, ωB97M-V/def2-TZVPD

Cartesian coordinates (Å):
C (0.197, 0.726, -3.645)
C (0.245, 0.090, -2.197)
N (-0.575, 1.032, -1.281)
C (-0.639, 0.586, 0.139)
C (-0.903, 1.813, 1.077)
N (-0.576, 1.373, 2.414)
C (-1.554, 0.434, 2.912)
C (-1.031, -0.990, 3.201)
H (-0.792, 0.785, -4.076)
H (0.931, 0.257, -4.453)
H (0.574, 1.730, -3.608)
H (1.282, 0.206, -1.784)
H (-0.179, -0.827, -2.364)
H (-0.258, 2.105, -1.354)
H (-1.698, 0.084, -0.131)
H (0.090, -0.110, 0.415)
H (-0.107, 2.545, 0.768)
H (-1.869, 2.269, 1.039)
H (0.453, 1.083, 2.389)
H (-2.059, 0.861, 3.834)
H (-2.538, 0.363, 2.362)
H (-1.795, -1.700, 2.937)
H (-0.457, -1.249, 4.087)
H (-0.257, -1.064, 2.391)
O (-2.645, -2.170, -0.865)
H (-2.854, -1.344, -1.175)
H (-3.085, -2.727, -1.440)
O (2.465, -2.187, -0.512)
H (1.882, -2.673, -1.015)
H (2.476, -2.621, 0.466)
O (-0.161, -3.037, -0.803)
H (-0.103, -4.013, -0.708)
H (-1.069, -2.714, -0.613)
O (-2.473, 3.699, -0.424)
H (-1.981, 4.136, -1.121)
H (-2.446, 2.731, -0.509)
O (2.646, 3.336, 0.992)
H (3.547, 3.325, 0.679)
H (2.449, 2.983, 1.789)
O (3.003, -2.256, 2.011)
H (3.074, -2.639, 2.879)
H (3.445, -1.397, 1.926)
O (-3.218, 0.099, -1.948)
H (-3.804, 0.737, -1.444)
H (-2.293, 0.481, -1.959)
O (-1.284, -3.117, -3.353)
H (-0.508, -3.173, -2.804)
H (-1.407, -2.165, -3.438)
O (3.611, 0.352, 0.348)
H (3.040, -0.362, -0.175)
H (3.182, 1.196, 0.116)
O (2.436, 1.325, 2.648)
H (2.787, 1.059, 3.430)
H (2.802, 0.734, 1.953)

Calculated values
Largest force on an atom: 6.97 eV Å⁻¹
HOMO level: -8.029 eV
Net charge: 0
Orbital gap: 8.1308 eV
Relative energy (zero: lowest compared OMol25 entry of this formula, charge and spin): 517.2 kJ/mol
LUMO: 0.1 eV

(3)
Molecular formula: C4H8N2S2
Method: DFT, ωB97M-V/def2-TZVPD

Cartesian coordinates (Å):
H (-1.274, 1.232, 1.894)
N (-0.828, 0.330, 1.833)
C (0.001, 0.312, 0.876)
N (0.218, 1.281, -0.075)
C (1.387, 1.354, -0.943)
C (0.811, -0.949, 0.700)
S (2.324, -1.066, 1.278)
S (0.055, -2.283, -0.117)
C (-1.640, -1.698, -0.462)
H (-0.187, 2.184, 0.180)
H (2.314, 1.593, -0.416)
H (1.165, 2.124, -1.693)
H (1.515, 0.414, -1.465)
H (-2.085, -2.505, -1.008)
H (-2.151, -1.530, 0.490)
H (-1.626, -0.792, -1.071)

Calculated values
Largest force on an atom: 0.90 eV Å⁻¹
HOMO level: -8.683 eV
Net charge: 0
Orbital gap: 8.4987 eV
Relative energy (zero: lowest compared OMol25 entry of this formula, charge and spin): 56.6 kJ/mol
LUMO: -0.2 eV

(4)
Molecular formula: C25H24F3IrN5OS2
Method: DFT, ωB97M-V/def2-TZVPD

Cartesian coordinates (Å):
Ir (0.841, 0.382, 0.102)
O (-0.937, 1.210, 1.042)
N (-1.110, 2.534, 0.837)
C (-2.156, 3.096, 1.491)
C (-2.434, 4.423, 1.371)
C (-1.607, 5.206, 0.554)
C (-0.553, 4.621, -0.091)
C (-0.277, 3.246, 0.046)
S (1.048, 2.516, -0.780)
H (-2.717, 2.402, 2.098)
H (-3.272, 4.843, 1.905)
H (-1.797, 6.264, 0.437)
H (0.109, 5.194, -0.725)
C (2.539, 1.756, 3.802)
C (3.890, 1.475, 3.630)
C (4.319, 0.897, 2.454)
C (3.400, 0.610, 1.448)
N (2.095, 0.897, 1.634)
C (1.673, 1.445, 2.779)
C (3.706, 0.008, 0.147)
C (5.002, -0.307, -0.255)
C (5.227, -0.816, -1.521)
C (4.154, -0.985, -2.386)
C (2.862, -0.671, -1.982)
C (2.602, -0.191, -0.702)
H (2.163, 2.200, 4.711)
H (4.600, 1.701, 4.414)
H (5.363, 0.664, 2.307)
H (0.607, 1.612, 2.850)
H (5.841, -0.148, 0.409)
H (6.231, -1.061, -1.839)
H (4.325, -1.356, -3.389)
H (2.060, -0.785, -2.703)
C (-2.363, -4.417, 1.331)
N (-1.153, -3.603, 1.377)
C (-0.981, -2.294, 1.182)
S (0.677, -1.775, 1.150)
N (-1.976, -1.432, 1.037)
C (-3.410, -1.623, 1.218)
H (-2.062, -5.436, 1.100)
H (-3.031, -4.082, 0.543)
H (-2.892, -4.426, 2.284)
H (-0.284, -4.101, 1.481)
H (-1.685, -0.466, 0.911)
H (-3.622, -2.321, 2.022)
H (-3.901, -1.954, 0.302)
H (-3.829, -0.659, 1.500)
F (-4.442, -1.957, -3.537)
C (-3.313, -1.707, -4.224)
F (-2.942, -2.843, -4.817)
F (-3.611, -0.815, -5.173)
C (-2.249, -1.184, -3.290)
C (-2.306, 0.127, -2.850)
C (-1.361, 0.562, -1.943)
N (-0.397, -0.236, -1.463)
C (-0.330, -1.494, -1.921)
C (-1.234, -2.005, -2.832)
H (-3.068, 0.807, -3.206)
H (-1.365, 1.580, -1.585)
H (0.471, -2.098, -1.519)
H (-1.140, -3.027, -3.172)

Calculated values
Largest force on an atom: 0.22 eV Å⁻¹
HOMO level: -10.407 eV
Net charge: +1
Orbital gap: 7.6409 eV
Relative energy (zero: lowest compared OMol25 entry of this formula, charge and spin): 0.0 kJ/mol
LUMO: -2.8 eV

(5)
Molecular formula: C29H24AlN4O4S
Method: DFT, ωB97M-V/def2-TZVPD

Cartesian coordinates (Å):
Al (-1.470, -0.082, -0.565)
O (-4.365, 1.897, -1.971)
C (-3.655, 1.149, -1.369)
O (-2.332, 1.163, -1.374)
C (-4.192, 0.043, -0.477)
C (-5.538, -0.263, -0.391)
C (-5.927, -1.297, 0.449)
C (-4.955, -1.967, 1.183)
C (-3.628, -1.602, 1.031)
N (-3.253, -0.617, 0.216)
H (-6.242, 0.305, -0.978)
H (-6.968, -1.571, 0.520)
H (-5.216, -2.767, 1.859)
H (-2.830, -2.106, 1.556)
C (1.258, -9.892, -3.595)
C (1.150, -8.404, -3.567)
O (0.179, -7.739, -3.777)
S (2.714, -7.650, -3.098)
C (2.125, -6.010, -2.754)
C (2.204, -5.555, -1.444)
C (1.610, -4.363, -1.095)
C (0.918, -3.624, -2.062)
C (0.924, -4.049, -3.393)
C (1.522, -5.243, -3.741)
C (0.177, -2.490, -1.671)
C (-0.514, -1.558, -1.295)
H (0.655, -10.297, -4.407)
H (0.857, -10.279, -2.655)
H (2.295, -10.207, -3.692)
H (2.700, -6.160, -0.700)
H (1.650, -4.013, -0.074)
H (0.441, -3.444, -4.145)
H (1.488, -5.581, -4.766)
C (3.082, 6.586, -0.979)
C (2.457, 6.150, 0.309)
C (1.141, 5.709, 0.375)
C (0.581, 5.286, 1.569)
C (1.344, 5.286, 2.731)
N (0.851, 4.907, 3.997)
C (-0.238, 4.198, 4.362)
O (-0.734, 4.245, 5.458)
N (-0.816, 3.354, 3.373)
C (-0.196, 2.476, 2.537)
C (1.191, 2.240, 2.518)
C (1.713, 1.325, 1.626)
C (0.864, 0.632, 0.780)
N (-0.451, 0.841, 0.804)
C (-0.974, 1.734, 1.640)
C (2.657, 5.747, 2.678)
C (3.201, 6.176, 1.486)
H (2.349, 6.617, -1.781)
H (3.877, 5.892, -1.259)
H (3.531, 7.573, -0.871)
H (0.534, 5.716, -0.520)
H (-0.457, 4.993, 1.585)
H (1.287, 5.385, 4.777)
H (-1.807, 3.213, 3.525)
H (1.838, 2.748, 3.214)
H (2.775, 1.142, 1.600)
H (1.208, -0.106, 0.070)
H (-2.050, 1.872, 1.592)
H (3.247, 5.782, 3.581)
H (4.214, 6.550, 1.464)

Calculated values
Largest force on an atom: 1.32 eV Å⁻¹
HOMO level: -10.844 eV
Net charge: +1
Orbital gap: 7.3934 eV
LUMO: -3.5 eV

(6)
Molecular formula: C33H52BrCl33N2O4
Method: DFT, ωB97M-V/def2-TZVPD

Cartesian coordinates (Å):
C (2.341, -3.443, 2.625)
C (2.915, -4.089, 1.376)
C (1.843, -4.807, 0.546)
C (2.170, -4.857, -0.907)
O (2.364, -3.586, -1.577)
C (1.614, -2.498, -1.276)
C (0.217, -2.494, -1.295)
Cl (-0.676, -3.926, -1.653)
C (-0.460, -1.323, -1.043)
C (0.200, -0.141, -0.806)
C (1.581, -0.105, -0.795)
C (2.251, 1.215, -0.563)
C (2.822, 1.809, -1.880)
N (2.222, 1.089, -3.013)
C (2.278, -1.299, -1.018)
C (3.778, -1.297, -1.043)
C (4.428, -0.885, 0.227)
O (3.967, -0.812, 1.303)
Br (6.316, -0.368, -0.014)
C (-0.793, 0.935, -0.603)
O (-0.643, 2.125, -0.484)
N (-2.027, 0.310, -0.614)
C (-3.192, 1.069, -1.020)
C (-1.925, -1.033, -0.967)
O (-2.864, -1.754, -1.144)
H (2.389, -4.164, 3.430)
H (1.303, -3.164, 2.533)
H (2.891, -2.568, 2.945)
H (3.605, -4.854, 1.709)
H (3.455, -3.392, 0.753)
H (0.865, -4.399, 0.776)
H (1.811, -5.837, 0.881)
H (3.120, -5.368, -1.007)
H (1.460, -5.433, -1.480)
H (3.018, 1.179, 0.193)
H (1.508, 1.908, -0.216)
H (3.906, 1.720, -1.922)
H (2.561, 2.852, -1.959)
H (2.029, 1.713, -3.781)
H (2.827, 0.364, -3.370)
H (4.101, -0.575, -1.786)
H (4.185, -2.246, -1.387)
H (-3.717, 1.558, -0.209)
H (-3.881, 0.452, -1.569)
H (-2.879, 1.869, -1.683)
C (-5.663, 3.149, 2.453)
Cl (-4.553, 2.349, 3.569)
Cl (-5.351, 2.690, 0.771)
H (-6.679, 2.869, 2.709)
H (-5.529, 4.225, 2.528)
C (4.955, 0.436, 4.042)
Cl (3.845, -0.399, 5.138)
Cl (5.099, 2.144, 4.473)
H (5.931, -0.028, 4.105)
H (4.563, 0.358, 3.036)
C (9.236, -0.841, 2.207)
Cl (10.954, -0.780, 1.793)
Cl (8.748, 0.528, 3.214)
H (8.659, -0.814, 1.292)
H (9.045, -1.757, 2.752)
C (-2.934, 5.569, -0.413)
Cl (-4.656, 5.872, -0.126)
Cl (-1.924, 6.353, 0.808)
H (-2.756, 4.499, -0.385)
H (-2.670, 5.975, -1.382)
C (7.359, -4.222, -2.071)
Cl (5.682, -3.720, -1.761)
Cl (8.442, -3.799, -0.744)
H (7.374, -5.297, -2.198)
H (7.699, -3.726, -2.971)
C (-1.085, -2.237, 4.854)
Cl (-1.346, -2.173, 3.107)
Cl (0.540, -2.795, 5.292)
H (-1.223, -1.241, 5.256)
H (-1.806, -2.922, 5.281)
C (-8.926, 4.042, -0.247)
Cl (-10.649, 3.674, -0.407)
Cl (-8.593, 5.105, 1.131)
H (-8.395, 3.106, -0.090)
H (-8.592, 4.537, -1.150)
C (-4.010, 6.394, 5.167)
Cl (-4.335, 6.122, 3.451)
Cl (-4.991, 5.354, 6.205)
H (-2.964, 6.185, 5.352)
H (-4.239, 7.426, 5.398)
C (-8.245, 0.306, -1.440)
Cl (-6.752, -0.114, -2.283)
Cl (-7.929, 0.905, 0.192)
H (-8.751, 1.093, -1.990)
H (-8.870, -0.576, -1.384)
C (1.796, 5.416, -0.195)
Cl (2.830, 4.440, 0.853)
Cl (2.339, 5.383, -1.884)
H (0.787, 5.024, -0.150)
H (1.824, 6.441, 0.151)
C (-0.684, -0.402, -5.569)
Cl (0.850, -0.657, -6.419)
Cl (-0.423, 0.001, -3.870)
H (-1.205, 0.418, -6.044)
H (-1.270, -1.311, -5.629)
C (-2.476, -6.824, -2.828)
Cl (-0.856, -7.425, -3.210)
Cl (-3.608, -7.084, -4.159)
H (-2.841, -7.353, -1.956)
H (-2.417, -5.762, -2.631)
C (-6.476, 5.556, -3.576)
Cl (-7.801, 6.386, -2.753)
Cl (-6.527, 3.803, -3.340)
H (-6.549, 5.761, -4.636)
H (-5.540, 5.926, -3.177)
C (3.096, -9.013, 1.779)
Cl (1.448, -8.389, 1.910)
Cl (4.302, -7.782, 2.172)
H (3.207, -9.840, 2.468)
H (3.259, -9.341, 0.760)
C (-1.318, 3.135, -7.959)
Cl (-2.256, 1.650, -8.151)
Cl (-1.182, 3.607, -6.261)
H (-0.322, 2.965, -8.350)
H (-1.812, 3.929, -8.505)
C (2.187, 1.075, 7.846)
Cl (0.607, 1.756, 8.257)
Cl (3.483, 2.275, 7.893)
H (2.415, 0.298, 8.565)
H (2.135, 0.668, 6.848)

Calculated values
Largest force on an atom: 1.12 eV Å⁻¹
HOMO level: -8.999 eV
Net charge: 0
Orbital gap: 8.7588 eV
LUMO: -0.2 eV

(7)
Molecular formula: C21H18FeN5OS3
Method: DFT, ωB97M-V/def2-TZVPD

Cartesian coordinates (Å):
Fe (-0.415, -0.107, 0.783)
S (-0.098, -0.130, 3.133)
C (1.560, -0.150, 2.326)
N (1.572, -0.141, 0.973)
C (2.865, -0.160, 0.531)
C (3.190, -0.157, -0.834)
C (4.523, -0.177, -1.192)
C (5.528, -0.200, -0.214)
C (5.203, -0.203, 1.129)
C (3.860, -0.183, 1.488)
S (3.150, -0.181, 3.077)
H (2.412, -0.139, -1.585)
H (4.801, -0.175, -2.238)
H (6.568, -0.216, -0.512)
H (5.977, -0.221, 1.885)
C (-0.464, -0.757, -3.460)
C (-0.460, 0.551, -3.908)
C (-0.441, 1.575, -2.981)
C (-0.428, 1.275, -1.626)
N (-0.432, 0.000, -1.193)
C (-0.450, -0.980, -2.094)
C (-0.405, 2.315, -0.575)
C (-0.394, 3.672, -0.861)
C (-0.365, 4.586, 0.175)
C (-0.346, 4.123, 1.476)
C (-0.358, 2.754, 1.683)
N (-0.388, 1.867, 0.694)
H (-0.478, -1.589, -4.150)
H (-0.470, 0.772, -4.967)
H (-0.437, 2.596, -3.333)
H (-0.452, -1.980, -1.683)
H (-0.407, 4.035, -1.878)
H (-0.356, 5.648, -0.034)
H (-0.323, 4.802, 2.316)
H (-0.346, 2.330, 2.677)
O (-2.144, -0.078, 0.838)
C (-3.290, -2.727, -0.758)
N (-3.176, -2.705, 0.680)
C (-4.235, -2.775, 1.561)
C (-3.728, -2.718, 2.802)
N (-2.365, -2.616, 2.663)
C (-2.022, -2.604, 1.361)
S (-0.435, -2.492, 0.786)
H (-4.334, -2.811, -1.043)
H (-2.731, -3.574, -1.157)
H (-2.871, -1.805, -1.161)
H (-5.257, -2.856, 1.239)
H (-4.221, -2.741, 3.756)
H (-1.687, -2.550, 3.405)

Calculated values
Spin multiplicity: 2
Largest force on an atom: 3.62 eV Å⁻¹
<S²>: 0.76
HOMO level (alpha / beta): -6.532 / -6.019 eV
Net charge: 0
Orbital gap (alpha / beta): 6.3525 / 5.8394 eV
Relative energy (zero: lowest compared OMol25 entry of this formula, charge and spin): 39.1 kJ/mol
LUMO (alpha / beta): -0.2 / -0.2 eV

(8)
Molecular formula: C15H34B2Br2N4O8
Method: DFT, ωB97M-V/def2-TZVPD

Cartesian coordinates (Å):
C (2.068, 3.287, -0.955)
O (3.400, 2.866, -0.498)
B (3.303, 1.658, 0.398)
O (3.051, 1.948, 1.819)
N (3.535, 0.328, -0.264)
C (4.977, 0.003, 0.048)
N (5.870, -0.062, -1.208)
C (2.560, -0.752, 0.052)
Br (2.565, -1.355, 2.001)
C (3.023, -2.135, -0.772)
N (2.068, -3.316, -0.489)
C (0.996, -0.500, -0.337)
C (0.636, -0.809, -1.943)
C (1.558, 0.066, -2.988)
C (1.358, -0.548, -4.529)
C (2.540, -1.681, -4.711)
O (2.164, -3.012, -4.140)
O (0.026, -1.292, 0.494)
C (-0.788, -0.405, 1.336)
Br (-1.367, -1.555, 2.920)
B (-2.231, 0.056, 0.615)
O (-3.020, -1.000, -0.079)
N (-2.601, 1.526, 0.688)
C (-3.883, 1.840, -0.072)
C (-2.761, 2.026, 2.107)
H (1.908, 2.965, -2.093)
H (1.231, 2.858, -0.258)
H (2.086, 4.480, -0.970)
H (2.043, 2.103, 1.871)
H (5.151, -0.977, 0.661)
H (5.448, 0.886, 0.698)
H (6.616, 0.682, -1.082)
H (5.322, 0.277, -2.052)
H (4.069, -2.556, -0.380)
H (3.180, -1.944, -1.922)
H (1.872, -3.851, -1.364)
H (2.535, -3.952, 0.225)
H (0.612, 0.620, -0.192)
H (-0.477, -0.396, -2.072)
H (0.578, -1.953, -2.185)
H (2.705, 0.060, -2.756)
H (1.079, 1.146, -3.029)
H (1.604, 0.340, -5.282)
H (0.265, -0.965, -4.674)
H (2.734, -1.796, -5.866)
H (3.561, -1.324, -4.237)
H (3.010, -3.541, -4.016)
H (-0.213, 0.494, 1.819)
H (-3.099, -0.765, -1.070)
H (-4.815, 1.554, 0.593)
H (-3.983, 1.253, -1.080)
H (-3.930, 2.998, -0.335)
H (-2.037, 1.545, 2.890)
H (-3.855, 1.899, 2.525)
H (-2.545, 3.199, 2.144)
O (-7.080, 1.688, 2.758)
C (-6.669, 0.812, 3.500)
O (-5.967, 1.039, 4.648)
C (-5.876, -0.200, 5.327)
C (-6.043, -1.203, 4.233)
O (-6.850, -0.525, 3.289)
H (-4.912, -0.294, 5.834)
H (-6.677, -0.254, 6.071)
H (-5.092, -1.469, 3.759)
H (-6.535, -2.117, 4.578)

Calculated values
Largest force on an atom: 3.74 eV Å⁻¹
HOMO level: -9.127 eV
Net charge: 0
Orbital gap: 9.4053 eV
LUMO: 0.3 eV

Among the records above, which one has the highest largest force on an atom?
C6H36N2O10

What is the net charge in the seventh record?
0